P) 59
Properties=species:S:1:pos:R:3 method="wB97M-V/def2-TZVPD" gap_ev=5.240 charge=-2
Pd 0.438 0.571 -0.575
Cl -2.426 6.656 -3.337
C -1.630 5.545 -2.220
C -1.449 5.930 -0.922
C -0.807 5.077 -0.026
I -0.546 5.691 1.961
C -0.287 3.795 -0.357
O 0.344 3.067 0.429
C -0.553 3.400 -1.760
N -0.150 2.159 -2.129
C -0.335 1.753 -3.366
C -0.944 2.563 -4.339
C -1.376 3.811 -3.996
C -1.196 4.272 -2.672
H -1.799 6.901 -0.597
H 0.007 0.757 -3.616
H -1.064 2.181 -5.344
H -1.854 4.456 -4.721
Cl 3.080 0.151 0.730
C 2.751 -1.461 1.291
C 3.845 -2.262 1.592
C 3.660 -3.565 2.024
C 2.371 -4.066 2.154
C 1.289 -3.252 1.854
C 1.444 -1.935 1.421
P 0.021 -0.813 0.975
C -1.310 -2.090 0.813
C -1.417 -2.706 -0.435
C -2.373 -3.682 -0.666
C -3.264 -4.039 0.340
C -3.187 -3.413 1.575
C -2.211 -2.450 1.811
C -0.354 -0.162 2.664
C -0.010 -0.776 3.867
C -0.318 -0.178 5.083
C -0.966 1.049 5.111
C -1.292 1.683 3.919
C -0.979 1.086 2.706
H 4.840 -1.856 1.468
H 4.519 -4.186 2.246
H 2.208 -5.086 2.481
H 0.285 -3.650 1.951
H -0.747 -2.385 -1.228
H -2.435 -4.152 -1.640
H -4.022 -4.791 0.155
H -3.887 -3.675 2.361
H -2.155 -1.972 2.782
H 0.503 -1.730 3.857
H -0.041 -0.668 6.010
H -1.193 1.521 6.060
H -1.754 2.662 3.929
H -1.158 1.604 1.771
Cl 4.840 -0.671 -4.333
C 3.306 -1.223 -5.041
Cl 3.254 -0.675 -6.744
Cl 3.304 -3.014 -5.027
C 1.993 -0.689 -4.246
O 2.238 -0.050 -3.229
O 0.951 -1.017 -4.822



Q) 59
Properties=species:S:1:pos:R:3 method="wB97M-V/def2-TZVPD" gap_ev=5.081 charge=-2
Pd 0.420 -0.654 -0.665
Cl 6.499 -2.028 -4.282
C 5.266 -1.118 -3.419
C 5.251 0.250 -3.550
C 4.291 0.983 -2.881
I 4.283 3.087 -3.043
C 3.259 0.438 -2.066
O 2.370 1.135 -1.544
C 3.344 -1.029 -1.905
N 2.456 -1.627 -1.066
C 2.486 -2.936 -0.918
C 3.414 -3.753 -1.572
C 4.342 -3.184 -2.398
C 4.339 -1.787 -2.597
H 5.989 0.740 -4.169
H 1.750 -3.363 -0.248
H 3.403 -4.822 -1.400
H 5.088 -3.789 -2.896
Cl 1.965 0.657 1.520
C 0.952 0.305 2.867
C 1.505 0.232 4.136
C 0.702 -0.068 5.226
C -0.647 -0.325 5.029
C -1.194 -0.254 3.758
C -0.420 0.083 2.643
P -1.018 0.099 0.901
C -2.805 -0.189 1.191
C -3.201 -1.511 1.400
C -4.528 -1.820 1.650
C -5.485 -0.813 1.673
C -5.108 0.496 1.418
C -3.777 0.808 1.176
C -0.985 1.926 0.600
C -0.869 2.339 -0.727
C -0.767 3.684 -1.044
C -0.789 4.638 -0.036
C -0.910 4.240 1.287
C -1.009 2.892 1.604
H 2.564 0.418 4.260
H 1.128 -0.092 6.222
H -1.280 -0.572 5.874
H -2.248 -0.455 3.620
H -2.453 -2.294 1.355
H -4.815 -2.849 1.827
H -6.522 -1.052 1.880
H -5.852 1.285 1.408
H -3.494 1.833 0.972
H -0.841 1.587 -1.502
H -0.650 3.981 -2.079
H -0.692 5.690 -0.282
H -0.923 4.986 2.074
H -1.090 2.584 2.641
Cl 0.137 -0.484 -3.230
C -1.495 -0.933 -3.746
Cl -2.375 0.565 -4.145
Cl -1.357 -1.892 -5.256
C -2.370 -1.888 -2.687
O -3.581 -1.762 -2.850
O -1.654 -2.618 -2.008



Which structure loses on stability? Q) does.



P) 10
Properties=species:S:1:pos:R:3 method="wB97M-V/def2-TZVPD" gap_ev=8.309
C -1.063 -0.255 -0.607
N 0.495 0.102 0.747
O -0.178 -0.512 -1.593
S 0.328 1.601 1.489
S 1.922 -0.217 -0.069
H -1.536 -1.183 -0.111
H -1.649 0.588 -0.636
H 0.451 0.206 -1.689
H -0.343 1.228 2.500
H 1.573 -1.558 -0.029



Q) 10
Properties=species:S:1:pos:R:3 method="wB97M-V/def2-TZVPD" smiles="NC=O.SS" gap_ev=9.424
N 0.099 1.302 1.392
C 1.210 0.894 0.699
O 1.318 0.946 -0.500
H -0.387 2.130 1.097
H 0.272 1.417 2.388
H 1.957 0.366 1.313
S -2.143 -1.398 -1.865
S -0.364 -1.707 -0.807
H -2.445 -2.700 -1.979
H 0.481 -1.251 -1.739



Which structure loses on stability? P) does.